# C27H25N3PPdS

C27H25N3PPdS as an isolated structure in a non-equilibrium geometry (ωB97M-V with the def2-TZVPD basis set, the Open Molecules 2025 dataset).

HOMO level, eV: -10.8
Total charge: +1
Energy above the lowest of the compared OMol25 structures with the same formula, charge and spin, kJ/mol: 64.2
HOMO-LUMO gap, eV: 7.98

```
58
Properties=species:S:1:pos:R:3:forces:R:3
Pd -0.78254 0.62234 0.83187 -0.5 0.4 -0.5
S -2.06233 3.79488 3.63348 0.0 0.0 -0.1
P -0.49547 -0.49861 -1.43543 0.7 -0.5 0.6
N -0.03807 2.52991 0.41626 -0.2 0.1 0.0
N -1.01755 -1.14181 1.92434 -0.1 -0.2 -0.4
N 0.52299 -0.30185 3.44886 0.1 -0.1 0.2
C 0.61188 -1.89305 -1.03946 0.0 0.0 -0.1
C -1.27407 2.96420 2.35136 -0.2 -0.2 -0.3
C 1.39107 1.69728 -5.01001 0.0 0.0 0.0
C 1.20556 -4.23184 -0.99466 0.0 0.0 0.0
C 0.35373 -3.21222 -1.39782 0.0 0.0 0.0
C -0.41638 1.35381 -3.46824 0.0 0.0 0.0
C -1.73335 -2.17969 1.43936 0.0 0.0 0.1
C 1.45558 4.06597 -0.62601 0.0 -0.1 -0.1
C -2.97700 2.40299 4.00903 -0.1 0.0 -0.1
C -1.64524 -3.45551 1.92650 0.0 0.1 0.0
C 2.10614 0.68199 -4.39402 0.0 0.0 0.0
C -1.95140 -1.29992 -2.18513 -0.1 0.2 0.0
C 1.56176 -0.00745 -3.31890 0.0 -0.1 0.0
C 0.29425 0.32221 -2.85090 -0.2 0.1 -0.1
C 0.84037 2.83048 -0.54237 0.0 0.1 0.0
C 0.25147 4.71829 1.33322 0.0 0.0 0.0
C -1.71790 1.66738 2.21686 0.6 0.0 0.8
C 1.74575 -1.61521 -0.27369 0.0 0.1 0.0
C -0.20092 -1.35687 2.96871 -0.1 0.1 0.0
C 1.14963 5.02241 0.32662 0.0 0.1 0.0
C 2.32778 -3.94395 -0.23436 0.0 0.0 0.0
C -0.77083 -3.68683 2.99162 0.0 0.0 0.0
C 0.12545 2.03324 -4.54590 0.0 0.0 0.0
C 2.60106 -2.62932 0.12130 0.0 0.0 0.0
C -2.70472 1.34561 3.18725 0.0 0.1 0.0
C -0.06095 -2.64163 3.51990 0.0 0.0 0.0
C -0.33169 3.45991 1.36532 0.0 -0.1 0.0
H -2.65168 -0.53289 -2.51530 0.0 0.0 0.0
H -3.21151 0.39484 3.26232 0.0 0.0 0.1
H -0.51283 -3.46522 -1.99367 0.0 0.0 0.0
H 0.01340 5.43961 2.10253 0.0 0.0 0.0
H -1.66411 -1.90077 -3.04663 0.0 0.0 0.0
H -1.39719 1.63747 -3.10127 0.0 0.0 0.0
H -0.66534 -4.67835 3.41097 0.0 0.0 0.0
H -2.24174 -4.24470 1.49459 0.0 0.0 0.0
H -0.43736 2.82588 -5.02005 0.0 0.0 0.0
H 1.96765 -0.59108 0.01669 -0.1 0.0 0.0
H 1.01359 -0.47391 4.31186 0.0 0.0 0.0
H -2.40241 -1.93695 0.62819 0.0 0.0 0.0
H 1.61344 5.99877 0.29092 0.0 0.0 0.0
H 2.14789 4.26620 -1.43032 0.0 0.0 0.0
H 0.60746 -2.78509 4.35756 0.0 0.0 0.0
H 0.07927 0.60566 3.39537 0.0 0.0 -0.1
H 1.03231 2.06037 -1.27355 0.1 0.0 0.0
H 1.81635 2.22602 -5.85222 0.0 0.0 0.0
H 3.47717 -2.39417 0.71088 0.0 0.0 0.0
H -2.45875 -1.92463 -1.45282 0.0 0.0 0.0
H 2.12658 -0.80581 -2.85484 0.0 0.0 0.0
H 2.98892 -4.73965 0.08147 0.0 0.0 0.0
H 3.09075 0.41517 -4.75355 0.0 0.0 0.0
H -3.68719 2.43807 4.81935 0.0 0.0 0.0
H 0.99131 -5.25197 -1.28342 0.0 0.0 0.0
```
Forces are in eV/Å.

=====

# C27H25N6PbS3Sb

C27H25N6PbS3Sb as an isolated structure in a non-equilibrium geometry (ωB97M-V with the def2-TZVPD basis set, the Open Molecules 2025 dataset).

HOMO level (spin up / spin down), eV: -3.6 / -3.6
Total charge: -1
HOMO-LUMO gap (spin up / spin down), eV: 5.40 / 4.73
2S+1: 2

```
63
Properties=species:S:1:pos:R:3:forces:R:3
Pb -13.27861 11.03015 -2.50619 0.3 -0.7 0.8
Sb -12.22930 7.82205 -0.80850 -1.1 -1.1 -1.6
S -11.40666 8.57148 -3.05955 0.5 1.0 1.6
S -12.94825 10.07116 0.13151 -0.2 -0.4 -1.2
S -13.99813 6.36086 -1.82779 1.1 1.4 1.1
N -13.25604 13.51544 -3.39661 -0.8 -0.8 0.7
N -12.76632 7.85940 -5.40421 -0.2 0.5 -1.2
N -10.99346 12.24939 -2.21791 0.7 2.0 -1.8
N -15.58103 14.04006 -3.16520 -1.2 0.6 -0.5
N -15.16289 12.54632 -1.35809 0.0 0.8 0.6
N -11.07634 13.44062 -4.35537 0.1 0.4 -0.3
C -17.05766 14.05638 -1.37237 -0.2 0.1 -1.5
C -12.41954 15.29473 -6.46739 1.0 -1.5 -0.2
C -15.88276 13.50121 -1.95251 -0.6 0.0 0.1
C -12.32410 13.78119 -4.32940 -0.2 0.3 0.2
C -16.95441 9.30129 -5.84322 1.2 -0.3 -1.3
C -17.46833 13.66445 -0.13918 0.4 -0.4 -0.1
C -15.06631 15.72124 -5.76367 -0.5 0.0 1.7
C -8.34879 13.02697 -1.96343 0.8 -0.4 -0.3
C -14.91378 10.08496 -4.10494 0.8 0.9 0.6
C -14.45759 14.09954 -3.74381 1.3 -0.1 -0.2
C -15.51862 12.26742 -0.09460 0.1 -0.2 0.7
C -10.28065 12.00700 -1.13568 -0.1 -1.1 1.2
C -15.62543 9.21830 -6.27269 0.5 0.9 1.7
C -14.56425 16.24671 -6.93847 -1.1 0.6 -0.8
C -16.22927 10.26237 -3.75488 -1.1 0.1 0.4
C -17.24074 9.85133 -4.62134 -0.8 0.3 0.8
C -14.59581 9.62272 -5.35132 0.0 -1.3 -2.2
C -14.26248 14.90902 -4.97536 1.0 -0.6 -0.9
C -13.19243 9.28488 -5.86055 -0.1 -0.5 0.9
C -13.27424 15.94547 -7.33742 0.0 0.1 0.6
C -9.01642 13.34587 -3.14134 -1.3 0.6 0.1
C -11.58452 7.40583 -6.22229 -2.1 -1.9 -0.1
C -13.88593 6.87616 -5.33982 0.5 -1.5 -0.6
C -12.93925 14.66387 -5.34709 -0.4 1.0 -0.7
C -16.66985 12.72876 0.52107 -0.1 0.1 -0.1
C -10.41998 13.00378 -3.23522 1.5 -1.0 1.2
C -8.92427 12.28902 -0.93793 -2.3 0.4 -1.8
H -13.23337 9.31464 -6.94115 0.1 -0.4 -0.4
H -17.71253 8.92534 -6.50691 -0.4 0.1 -0.1
H -18.29510 9.98138 -4.34149 0.5 -0.1 0.0
H -7.31309 13.30786 -1.87982 0.4 0.1 0.0
H -11.25422 6.39196 -5.88871 -0.3 1.0 0.0
H -10.85700 11.48207 -0.34414 0.5 0.1 -0.6
H -15.31102 8.88582 -7.26187 -0.4 -0.1 0.2
H -10.78486 8.08954 -6.20084 0.8 1.0 0.4
H -12.33244 7.96360 -4.37678 -0.4 0.2 0.3
H -11.36357 15.10583 -6.70713 -0.5 0.1 -0.1
H -18.36767 14.10295 0.24321 -0.4 -0.2 0.5
H -15.19923 16.91979 -7.56950 0.6 -0.9 0.6
H -14.60974 7.11604 -4.57199 0.2 0.3 0.2
H -14.79631 11.70019 0.50285 -0.5 -0.4 -0.6
H -17.69766 14.66835 -2.04482 0.8 -0.2 0.7
H -12.94708 16.18941 -8.31745 0.4 0.6 -0.6
H -16.53518 10.69988 -2.79079 0.3 -0.2 -0.5
H -14.41519 6.73277 -6.30806 0.5 0.4 0.4
H -8.53075 13.99337 -3.93054 -0.8 -1.0 1.0
H -12.38085 9.97398 -5.57869 -0.3 -0.3 0.4
H -8.49807 11.78737 -0.11865 1.0 0.2 1.0
H -16.97304 12.28273 1.44934 0.2 0.2 0.5
H -11.97455 7.30664 -7.23521 0.3 0.0 -0.2
H -16.03708 15.95273 -5.31632 0.0 0.1 -0.7
H -13.46362 5.87505 -5.05328 -0.2 1.1 -0.1
```
Forces are in eV/Å.

=====

# C27H25NO4

A 2-piece molecular cluster, C27H25NO4 overall in a non-equilibrium geometry (ωB97M-V with the def2-TZVPD basis set, the Open Molecules 2025 dataset).

HOMO level, eV: -7.3
Energy above the lowest of the compared OMol25 structures with the same formula, charge and spin, kJ/mol: 114.7
HOMO-LUMO gap, eV: 4.88

```
57
Properties=species:S:1:pos:R:3:forces:R:3
O -2.91418 -3.05915 1.23940 0.5 -0.3 0.0
O 5.29338 2.55068 -3.05764 -0.7 -0.4 0.3
O 1.64808 -3.05056 1.48866 -0.1 0.0 -0.1
O -4.02156 0.02090 -3.47593 0.7 0.0 0.5
N -0.63308 -2.67215 1.26357 0.0 -0.7 0.2
C 0.12144 -4.94591 1.54934 0.3 0.2 0.0
C 2.11535 0.89907 -2.23159 -0.4 0.0 0.5
C -4.84461 -1.14055 -3.25729 0.0 0.5 -0.4
C -0.86300 1.06887 6.00658 -0.1 -0.1 -0.8
C -0.67099 0.93806 -1.21742 0.4 -0.1 0.1
C 0.40001 1.40695 3.94834 -0.6 -0.2 0.2
C 2.51244 2.76073 -0.71272 -0.2 -0.5 -0.2
C 0.44439 1.33913 0.99534 -0.1 0.1 -0.1
C -0.74580 1.06645 3.17374 0.2 0.2 1.0
C -0.69637 1.06372 1.73490 0.3 0.4 -0.3
C 3.33309 1.11105 -2.83280 0.8 0.7 -0.2
C -1.03290 1.71999 -2.34384 0.2 -0.2 0.5
C 0.49437 -3.45351 1.43311 -0.7 0.3 -0.1
C 0.48895 1.31612 -0.41685 -0.7 0.0 -0.1
C 1.70555 1.68101 -1.12909 0.0 0.0 -0.1
C -2.92623 0.25857 -2.70302 0.0 -0.4 0.5
C 5.80790 1.69900 -4.10120 0.2 0.5 0.3
C -2.53277 -0.55455 -1.61068 -0.6 0.4 -0.8
C -1.74973 -3.46912 1.33258 0.3 0.8 -0.1
C -2.00538 0.78194 5.24523 0.1 0.0 0.0
C 3.66164 3.05683 -1.40380 0.7 0.1 -0.4
C 4.11591 2.22305 -2.45329 -0.3 -0.3 -0.1
C 0.32867 1.39318 5.34375 0.0 0.0 -0.3
C -1.43902 -0.18155 -0.85676 0.1 0.2 0.1
C -2.17603 1.41469 -3.03103 -0.6 -0.3 -0.4
C -1.96130 0.77552 3.85308 0.5 0.2 -0.3
C -1.37926 -4.94801 1.52676 -0.4 0.2 0.0
H 1.38514 1.62791 1.47851 -0.5 -0.4 -0.1
H -2.85956 0.56396 3.26061 0.4 0.0 0.3
H -2.54536 2.04263 -3.84075 0.2 -0.2 0.1
H 6.72903 2.22056 -4.38197 -0.2 -0.4 -0.1
H 0.51305 -5.48424 0.68385 0.3 0.0 0.2
H 3.69638 0.44527 -3.60841 -0.2 0.1 0.1
H -5.32719 -1.13791 -2.27238 0.2 0.1 -0.2
H -5.59446 -1.01300 -4.04742 0.1 -0.4 0.4
H 5.13493 1.63414 -4.96450 0.0 0.1 0.2
H -2.94124 0.56101 5.75132 0.1 0.0 -0.1
H -0.90383 1.04174 7.09695 0.0 0.0 -0.4
H 6.04091 0.69267 -3.73489 -0.1 0.2 0.1
H 2.17851 3.37539 0.12027 0.2 0.0 -0.2
H 4.25709 3.93154 -1.15515 -0.1 -0.2 0.0
H -0.45472 2.60845 -2.59775 -0.1 -0.3 0.0
H 1.21128 1.64241 5.92546 -0.1 0.0 -0.1
H 0.51138 -5.36161 2.47955 0.3 0.0 -0.2
H -1.65257 0.89126 1.22606 0.5 0.0 0.2
H 1.32396 1.70643 3.44507 -0.3 -0.3 0.4
H -1.14957 -0.76466 0.01953 0.0 -0.3 -0.3
H -4.29143 -2.07409 -3.41008 0.0 0.2 0.1
H -1.78844 -5.32097 2.46845 -0.3 0.0 -0.2
H 1.49643 0.07083 -2.57159 0.1 0.1 0.2
H -1.75055 -5.52612 0.67838 -0.4 0.0 0.2
H -3.09809 -1.44406 -1.34856 0.1 0.1 0.1
```
Forces are in eV/Å.